Molecular formula: C11H14N2OPPb
Method: DFT, ωB97M-V with the def2-TZVPD basis set

Properties
HOMO energy (spin up / spin down) in eV: -1.3 / -1.4
Net charge: -1
E in Eh: -1146.32543
Energy above the lowest of the compared OMol25 structures with the same formula, charge and spin in eV: 1.7323

Element x y z (Å)
Pb1 0.237 0.250 -0.149
P1 0.022 -2.694 -0.457
O1 -5.928 -1.901 3.690
N1 -6.965 -0.748 2.014
N2 -2.042 -0.187 1.035
C1 1.238 2.939 0.230
C2 0.033 2.306 0.400
C3 -5.862 -1.214 2.666
C4 2.841 1.279 -0.952
C5 -3.141 0.327 0.446
C6 -4.549 -0.810 2.050
C7 2.456 2.497 -0.329
C8 2.146 0.119 -1.179
C9 -2.141 -1.011 2.097
C10 -3.384 -1.333 2.633
C11 -4.418 0.053 0.939
H1 -0.141 -3.558 0.662
H2 1.346 3.983 0.590
H3 2.533 -0.769 -1.694
H4 -3.012 0.974 -0.429
H5 -1.222 -1.443 2.512
H6 1.156 -3.301 -1.061
H7 -5.264 0.523 0.435
H8 3.900 1.333 -1.283
H9 -6.930 -0.234 1.142
H10 3.270 3.245 -0.294
H11 -3.433 -1.992 3.502
H12 -0.856 2.764 0.844
H13 -7.867 -1.025 2.357
H14 -0.992 -3.202 -1.317

natural (NBO) atomic charge list, values in e, 6 entries:
1. Pb 0.64
2. P 0.06
3. O -0.63
4. N -0.82
5. N -0.42
6. C -0.25